No. 1
Here is a structure of composition C37H93AgF3N5O13 from the Open Molecules 2025 dataset. Energies are from wB97M-V/def2-TZVPD.

Output
Calculated total energy: -86051.4983 eV
Frontier orbital gap: 0.0558 hartree
Total charge: +4
ΔE to the lowest compared entry with this formula, charge and spin: 2.3 kcal/mol
Lowest unoccupied orbital energy: -0.38719 hartree

CARTESIAN COORDINATES (ANGSTROEM)
1 Ag -10.83 -10.68 -6.26
2 C -18.69 -12.84 -3.55
3 O -18.33 -13.15 -4.94
4 O -19.80 -13.39 -3.25
5 C -17.55 -12.99 -2.53
6 F -18.05 -12.64 -1.34
7 F -17.09 -14.26 -2.45
8 F -16.48 -12.15 -2.70
9 C -19.08 -12.49 -5.94
10 C -19.54 -13.51 -6.95
11 H -20.28 -13.12 -7.66
12 H -18.75 -13.99 -7.53
13 H -20.01 -14.37 -6.48
14 H -18.32 -11.86 -6.42
15 H -19.94 -11.91 -5.61
16 H -18.72 -11.72 -3.65
17 C -12.93 -12.89 -3.59
18 C -11.54 -12.97 -4.21
19 C -10.74 -14.13 -3.63
20 O -11.61 -12.95 -5.63
21 H -13.40 -13.86 -3.72
22 H -13.42 -11.99 -3.95
23 H -12.84 -12.76 -2.51
24 H -10.98 -12.04 -3.97
25 H -10.85 -14.11 -2.55
26 H -9.68 -14.08 -3.91
27 H -11.16 -15.07 -4.00
28 C -16.04 -15.47 -8.62
29 O -14.96 -14.75 -8.05
30 C -14.95 -14.68 -6.65
31 C -15.34 -13.28 -6.21
32 N -14.36 -12.29 -6.82
33 H -13.45 -12.38 -6.35
34 H -14.16 -12.65 -7.76
35 C -14.78 -10.85 -6.79
36 C -15.98 -10.63 -7.69
37 O -15.90 -11.38 -8.86
38 C -17.14 -11.79 -9.49
39 H -15.87 -15.61 -9.68
40 H -17.01 -14.97 -8.53
41 H -16.15 -16.46 -8.16
42 H -13.99 -15.02 -6.25
43 H -15.64 -15.38 -6.17
44 H -15.18 -13.22 -5.14
45 H -16.33 -12.94 -6.49
46 H -13.90 -10.35 -7.21
47 H -14.78 -10.50 -5.76
48 H -15.95 -9.58 -8.03
49 H -16.91 -10.62 -7.11
50 H -17.46 -10.99 -10.16
51 H -17.93 -12.08 -8.80
52 H -16.81 -12.70 -9.99
53 C -15.65 -13.37 0.36
54 O -16.85 -13.29 1.15
55 C -17.05 -12.11 1.88
56 C -16.91 -12.38 3.39
57 N -17.48 -13.73 3.67
58 H -17.05 -14.49 3.13
59 H -17.17 -14.07 4.58
60 C -18.95 -14.02 3.41
61 C -19.86 -13.09 4.16
62 O -19.80 -11.80 3.62
63 C -20.76 -10.91 4.21
64 H -15.65 -12.47 -0.27
65 H -15.65 -14.25 -0.26
66 H -14.81 -13.36 1.06
67 H -18.08 -11.83 1.70
68 H -16.44 -11.25 1.57
69 H -17.46 -11.63 3.94
70 H -15.84 -12.44 3.57
71 H -19.07 -15.05 3.73
72 H -19.07 -14.00 2.32
73 H -19.59 -13.13 5.23
74 H -20.90 -13.43 4.16
75 H -21.80 -11.23 4.13
76 H -20.76 -10.06 3.53
77 H -20.56 -10.83 5.28
78 C -6.62 -17.54 8.50
79 O -6.32 -16.83 7.28
80 C -5.58 -15.68 7.55
81 C -5.35 -14.93 6.24
82 N -6.60 -15.07 5.41
83 H -6.84 -16.07 5.47
84 H -7.39 -14.64 5.89
85 C -6.42 -14.56 4.01
86 C -7.70 -14.35 3.22
87 O -7.42 -14.41 1.85
88 C -8.49 -14.77 0.96
89 H -7.24 -18.40 8.25
90 H -7.08 -16.88 9.24
91 H -5.69 -17.99 8.86
92 H -4.61 -15.95 7.98
93 H -5.96 -14.96 8.29
94 H -4.55 -15.45 5.71
95 H -5.13 -13.88 6.44
96 H -5.79 -15.35 3.60
97 H -5.88 -13.62 4.06
98 H -8.13 -13.37 3.48
99 H -8.55 -15.02 3.44
100 H -8.12 -15.05 -0.01
101 H -9.01 -13.80 0.99
102 H -9.21 -15.49 1.36
103 C -6.67 -5.71 -4.78
104 O -7.23 -6.93 -4.26
105 C -8.63 -6.92 -4.24
106 C -9.13 -7.24 -2.86
107 N -8.62 -8.53 -2.28
108 H -7.70 -8.84 -2.63
109 H -8.48 -8.30 -1.30
110 C -9.49 -9.77 -2.41
111 C -8.82 -10.81 -1.52
112 O -7.51 -10.90 -2.04
113 C -6.80 -12.13 -1.89
114 H -6.60 -4.90 -4.06
115 H -7.08 -5.57 -5.78
116 H -5.63 -5.94 -5.05
117 H -9.07 -7.55 -5.03
118 H -9.10 -5.97 -4.52
119 H -10.21 -7.16 -2.72
120 H -8.80 -6.45 -2.19
121 H -9.62 -10.01 -3.46
122 H -10.43 -9.44 -1.96
123 H -9.30 -11.79 -1.54
124 H -8.75 -10.39 -0.51
125 H -5.83 -12.02 -2.37
126 H -7.34 -12.96 -2.37
127 H -6.68 -12.38 -0.83
128 C -9.44 -17.46 -6.26
129 O -9.83 -16.92 -7.50
130 C -11.07 -16.24 -7.41
131 C -11.06 -15.09 -8.37
132 N -10.20 -13.92 -7.98
133 H -10.29 -13.19 -8.69
134 H -10.73 -13.52 -7.18
135 C -8.69 -14.04 -7.76
136 C -8.03 -13.84 -9.11
137 O -8.50 -14.66 -10.12
138 C -7.77 -14.61 -11.35
139 H -8.52 -18.03 -6.39
140 H -10.17 -18.19 -5.89
141 H -9.28 -16.72 -5.47
142 H -11.24 -15.94 -6.37
143 H -11.92 -16.91 -7.63
144 H -12.07 -14.69 -8.48
145 H -10.76 -15.38 -9.38
146 H -8.52 -14.96 -7.21
147 H -8.48 -13.19 -7.11
148 H -6.97 -13.97 -8.85
149 H -8.21 -12.83 -9.51
150 H -6.75 -14.96 -11.15
151 H -7.81 -13.57 -11.69
152 H -8.24 -15.30 -12.04

***

No. 2
Here is a structure of composition C37H96AsF6N8O8 from the Open Molecules 2025 dataset. Energies are from wB97M-V/def2-TZVPD.

Output
Calculated total energy: -145369.0558 eV
Frontier orbital gap: 0.2935 hartree
Total charge: -1
ΔE to the lowest compared entry with this formula, charge and spin: 0.0 kcal/mol
Lowest unoccupied orbital energy: 0.08454 hartree

CARTESIAN COORDINATES (ANGSTROEM)
1 As 1.43 -0.64 0.61
2 F 1.17 -1.65 -0.77
3 F -0.19 -0.82 1.22
4 F 1.76 0.39 1.96
5 F 3.10 -0.46 0.17
6 F 0.99 0.75 -0.34
7 F 1.86 -2.01 1.59
8 C -5.36 -3.85 2.04
9 C -3.97 -4.47 2.28
10 C -4.14 -5.98 2.47
11 C -4.45 -6.72 1.19
12 C -3.42 -6.39 0.13
13 C -3.10 -4.92 -0.10
14 N -3.09 -4.19 1.15
15 O -2.88 -2.80 1.03
16 C -1.73 -4.83 -0.77
17 C -4.13 -4.32 -1.07
18 C -3.40 -3.85 3.55
19 H -5.92 -4.42 1.30
20 H -5.38 -2.80 1.74
21 H -5.97 -3.85 2.95
22 H -3.20 -6.38 2.85
23 H -4.97 -6.04 3.18
24 H -5.49 -6.47 0.90
25 H -4.50 -7.80 1.32
26 H -3.64 -6.88 -0.81
27 H -2.49 -6.85 0.50
28 H -0.89 -5.22 -0.21
29 H -1.83 -5.21 -1.79
30 H -1.54 -3.76 -0.97
31 H -3.94 -3.24 -1.11
32 H -4.02 -4.58 -2.13
33 H -5.17 -4.40 -0.77
34 H -2.31 -3.93 3.59
35 H -3.75 -4.40 4.43
36 H -3.67 -2.80 3.66
37 H -2.04 -2.69 1.48
38 C -1.10 0.58 6.22
39 C 0.43 0.67 6.26
40 C 1.02 -0.30 5.28
41 O 2.43 -0.41 5.38
42 C 2.94 -1.60 4.85
43 N 0.86 2.08 6.03
44 H -1.47 -0.41 6.51
45 H -1.51 0.71 5.21
46 H -1.60 1.32 6.83
47 H 0.71 0.39 7.28
48 H 0.76 -0.04 4.24
49 H 0.58 -1.30 5.41
50 H 2.82 -1.66 3.76
51 H 2.50 -2.48 5.34
52 H 4.00 -1.60 5.11
53 H 0.21 2.59 6.64
54 H 0.46 2.36 5.12
55 C 4.92 0.92 2.40
56 C 4.66 1.59 3.74
57 C 5.51 2.83 3.94
58 O 5.13 3.51 5.11
59 C 6.22 4.11 5.76
60 N 3.23 1.96 3.92
61 H 4.54 1.46 1.53
62 H 4.66 -0.11 2.19
63 H 6.02 0.92 2.23
64 H 4.90 0.88 4.54
65 H 5.42 3.46 3.04
66 H 6.58 2.58 3.98
67 H 6.82 4.69 5.06
68 H 6.83 3.34 6.27
69 H 5.84 4.69 6.61
70 H 2.70 1.12 3.68
71 H 3.10 2.49 3.05
72 C 1.16 6.86 3.63
73 C 0.97 5.42 4.07
74 C 0.18 4.64 3.06
75 O 0.19 3.25 3.31
76 C -0.45 2.51 2.27
77 N 2.26 4.73 4.35
78 H 1.47 7.53 4.44
79 H 0.27 7.36 3.23
80 H 1.87 6.96 2.80
81 H 0.42 5.48 5.02
82 H 0.61 4.79 2.05
83 H -0.87 4.98 3.04
84 H -1.40 3.01 2.04
85 H -0.61 1.54 2.73
86 H 0.19 2.45 1.39
87 H 2.66 4.70 3.39
88 H 2.92 5.48 4.59
89 C -1.15 -1.71 -3.34
90 C -1.33 -0.26 -2.95
91 C -2.03 -0.12 -1.60
92 O -2.48 1.22 -1.32
93 C -3.54 1.21 -0.41
94 N 0.00 0.44 -2.82
95 H -0.42 -2.18 -2.69
96 H -0.97 -1.83 -4.41
97 H -2.07 -2.27 -3.12
98 H -1.93 0.31 -3.66
99 H -1.32 -0.30 -0.79
100 H -2.89 -0.81 -1.54
101 H -3.21 0.93 0.60
102 H -4.37 0.56 -0.69
103 H -3.89 2.24 -0.29
104 H 0.68 -0.32 -2.84
105 H -0.05 0.55 -1.81
106 C 3.64 4.46 -6.13
107 C 2.84 3.30 -5.51
108 C 3.40 3.04 -4.10
109 O 2.65 2.07 -3.47
110 C 3.39 1.30 -2.54
111 N 1.41 3.65 -5.35
112 H 4.61 4.10 -6.50
113 H 3.84 5.26 -5.43
114 H 3.11 4.87 -6.99
115 H 3.03 2.39 -6.07
116 H 3.50 3.97 -3.52
117 H 4.44 2.67 -4.22
118 H 2.75 0.51 -2.13
119 H 3.85 1.93 -1.79
120 H 4.14 0.69 -3.09
121 H 1.09 3.78 -6.32
122 H 1.37 4.59 -4.96
123 C -2.12 -6.41 -6.18
124 C -1.49 -5.23 -5.46
125 C -0.21 -5.63 -4.73
126 O 0.20 -4.49 -4.01
127 C 1.46 -4.69 -3.33
128 N -1.12 -4.18 -6.44
129 H -2.27 -7.24 -5.49
130 H -1.53 -6.63 -7.08
131 H -3.10 -6.15 -6.59
132 H -2.17 -4.80 -4.72
133 H 0.53 -5.89 -5.49
134 H -0.45 -6.44 -4.03
135 H 2.17 -4.37 -4.10
136 H 1.64 -5.69 -2.93
137 H 1.48 -3.89 -2.59
138 H -0.47 -3.57 -5.95
139 H -1.92 -3.57 -6.60
140 C -3.27 4.24 -4.45
141 C -1.83 3.87 -4.24
142 C -1.34 3.96 -2.81
143 O -0.01 3.54 -2.72
144 C 0.51 3.75 -1.42
145 N -1.50 2.51 -4.88
146 H -3.64 4.20 -5.48
147 H -3.46 5.30 -4.19
148 H -3.97 3.73 -3.78
149 H -1.16 4.55 -4.79
150 H -2.00 3.44 -2.10
151 H -1.38 5.03 -2.49
152 H -0.02 3.11 -0.71
153 H 0.35 4.79 -1.11
154 H 1.55 3.43 -1.51
155 H -1.95 2.63 -5.79
156 H -2.26 2.01 -4.40